(1)
A structure of composition C12H14MoN2PS at a distorted geometry, computed with wB97M-V/def2-TZVPD.

Calculated values
- Spin multiplicity: 3
- HOMO energy (alpha / beta): -11.37 / -11.05 eV
- Total charge: +1
- <S²>: 2.44
- E_LUMO (alpha / beta): -0.1560 / -0.1602 hartree

Last column: Mulliken spin population.
Cartesian coordinates (Å):
1 C -0.86 0.63 -1.62  -0.47
2 C -0.15 0.11 -2.71  0.27
3 C 1.25 -0.12 -2.76  -0.31
4 C 2.11 -0.32 -1.66  0.20
5 C 1.73 -0.46 -0.32  -0.34
6 Mo -0.03 0.30 0.14  2.67
7 P -2.36 -0.59 0.73  0.00
8 H -1.87 0.99 -1.82  -0.01
9 H -0.68 -0.08 -3.66  0.01
10 H 1.72 -0.21 -3.76  -0.01
11 H 2.52 -0.89 0.33  0.00
12 H 3.18 -0.46 -1.88  0.00
13 H -2.70 -1.93 1.16  0.00
14 H -3.37 -0.49 -0.28  0.01
15 H -3.14 0.03 1.75  0.01
16 N 2.35 2.21 1.40  0.00
17 C 1.82 1.46 2.40  -0.01
18 N 0.82 0.60 2.20  -0.01
19 C 0.52 -0.10 3.40  0.00
20 C -0.47 -1.07 3.57  0.00
21 C -0.79 -1.46 4.88  0.00
22 C 0.07 -1.13 5.94  0.00
23 C 1.15 -0.25 5.75  0.00
24 C 1.33 0.31 4.48  0.01
25 S 2.49 1.56 4.02  0.00
26 H 3.10 2.85 1.63  0.00
27 H 1.76 2.41 0.60  0.01
28 H -1.01 -1.46 2.69  -0.02
29 H -1.68 -2.08 5.06  0.00
30 H -0.14 -1.56 6.92  0.00
31 H 1.87 -0.01 6.54  0.00

---

(2)
The molecule C10H8Cl3N at a distorted geometry, computed with wB97M-V/def2-TZVPD.

Calculated values
- HOMO energy: -8.40 eV
- Total charge: 0
- E_LUMO: -0.0032 hartree

Last column: natural (NBO) charge in e.
Cartesian coordinates (Å):
1 C 1.67 -0.05 1.54  -0.23
2 C 2.29 1.21 1.53  -0.18
3 C 0.51 -0.28 0.82  -0.18
4 C 1.92 2.19 0.63  -0.24
5 C 0.02 0.75 -0.06  -0.10
6 C 0.76 2.05 -0.05  -0.04
7 C -3.19 -1.01 -0.33  0.02
8 C -1.25 -0.81 -1.60  -0.29
9 C -1.11 0.56 -0.92  -0.15
10 C -2.79 0.24 0.37  -0.16
11 N -2.44 -1.53 -1.21  -0.35
12 Cl 0.13 3.32 -0.95  0.04
13 Cl -3.87 1.51 0.30  0.07
14 Cl -2.23 -0.13 2.04  0.00
15 H 1.86 -0.81 2.31  0.22
16 H 3.10 1.47 2.12  0.21
17 H 0.12 -1.35 0.65  0.23
18 H 2.42 3.12 0.71  0.22
19 H -3.98 -1.65 0.00  0.21
20 H -1.42 -0.66 -2.78  0.23
21 H -0.38 -1.40 -1.41  0.22
22 H -1.30 1.52 -1.38  0.24

---

(3)
A structure of composition C11H26N4O6SY at a distorted geometry, computed with wB97M-V/def2-TZVPD.

Calculated values
- HOMO energy (alpha / beta): -10.46 / -10.84 eV
- Total charge: +1
- E_LUMO (alpha / beta): -0.1662 / -0.1656 hartree

Last column: natural (NBO) charge in e.
Cartesian coordinates (Å):
1 O 0.78 3.14 -0.63  -0.78
2 H 0.14 3.78 -1.00  0.54
3 Y 0.01 1.33 0.48  1.76
4 N -1.39 -0.31 -0.67  -0.21
5 N -1.99 2.14 -0.48  -0.25
6 N 1.22 -0.69 0.86  -0.21
7 N 2.26 1.67 1.13  -0.26
8 O -1.00 -1.52 -1.01  -0.62
9 O 0.66 -1.93 0.77  -0.53
10 O 3.02 2.85 1.17  -0.53
11 O -1.81 2.83 0.64  -0.65
12 C -3.07 1.30 -0.54  0.19
13 C -2.72 -0.05 -0.81  0.15
14 C 2.46 -0.66 1.39  0.21
15 C 3.00 0.66 1.58  0.27
16 C -3.69 -1.12 -1.16  -0.67
17 H -3.71 -1.89 -0.38  0.24
18 H -3.43 -1.59 -2.11  0.26
19 H -4.70 -0.70 -1.25  0.23
20 C -4.46 1.78 -0.30  -0.68
21 H -4.47 2.87 -0.30  0.25
22 H -4.85 1.42 0.66  0.23
23 H -5.13 1.42 -1.09  0.24
24 C 3.23 -1.88 1.75  -0.69
25 C 4.32 1.01 2.13  -0.69
26 H 2.75 -2.77 1.32  0.27
27 H 3.29 -2.00 2.84  0.25
28 H 4.26 -1.82 1.37  0.25
29 H 4.23 1.76 2.92  0.27
30 H 4.97 1.43 1.35  0.27
31 H 4.81 0.12 2.54  0.24
32 H -0.06 -1.82 -0.01  0.50
33 H 2.51 3.50 0.65  0.51
34 C 0.91 1.90 -1.63  -0.36
35 H -0.06 1.62 -2.05  0.29
36 H 1.46 1.06 -1.13  0.22
37 H 1.57 2.29 -2.42  0.27
38 O 0.08 -1.54 -3.62  -0.97
39 H 0.82 -2.16 -3.68  0.47
40 H -0.25 -1.64 -2.70  0.49
41 C -0.76 -0.86 3.68  -0.74
42 S -1.02 0.83 3.11  0.23
43 C -2.82 0.84 2.96  -0.73
44 H -0.27 -1.45 2.90  0.24
45 H -1.72 -1.29 3.97  0.25
46 H -0.11 -0.78 4.56  0.24
47 H -3.16 0.03 2.31  0.23
48 H -3.23 0.72 3.97  0.24
49 H -3.11 1.80 2.53  0.27

---

(4)
A structure of composition C28H27FeN6OS4, computed with wB97M-V/def2-TZVPD.

Calculated values
- Spin multiplicity: 6
- HOMO energy (alpha / beta): -13.68 / -13.80 eV
- Total charge: +2
- <S²>: 8.77
- E_LUMO (alpha / beta): -0.2060 / -0.2572 hartree

Last column: Mulliken spin population.
Cartesian coordinates (Å):
1 Fe 0.29 -0.57 0.18  3.87
2 C 1.43 2.69 5.46  -0.01
3 S 0.17 1.51 4.95  0.34
4 C 0.72 1.17 3.30  -0.03
5 S -0.33 2.14 2.37  0.69
6 N 1.69 0.38 3.03  -0.01
7 N 1.85 0.15 1.66  0.00
8 C 2.99 0.47 1.19  0.03
9 C 3.31 0.12 -0.20  -0.01
10 C 4.55 0.41 -0.73  0.00
11 C 4.82 0.01 -2.04  0.00
12 C 3.83 -0.65 -2.74  0.00
13 C 2.61 -0.89 -2.12  0.00
14 N 2.34 -0.51 -0.88  0.00
15 H 1.12 3.08 6.42  0.00
16 H 1.48 3.51 4.74  0.01
17 H 2.39 2.19 5.54  0.01
18 H 3.74 0.96 1.81  0.00
19 H 5.30 0.92 -0.14  0.00
20 H 5.78 0.21 -2.49  0.00
21 H 3.99 -0.98 -3.75  0.00
22 H 1.82 -1.41 -2.64  0.00
23 C 1.03 -3.65 3.30  0.00
24 C -0.22 -3.85 3.86  0.00
25 C -1.32 -3.20 3.32  0.00
26 C -1.13 -2.37 2.23  0.01
27 N 0.08 -2.16 1.69  0.00
28 C 1.13 -2.79 2.22  0.01
29 C -2.25 -1.60 1.62  0.00
30 C -3.58 -1.93 1.83  0.00
31 C -4.56 -1.09 1.33  0.00
32 C -4.18 0.06 0.66  0.01
33 C -2.83 0.29 0.45  0.00
34 N -1.88 -0.54 0.89  0.01
35 H 1.91 -4.13 3.69  0.00
36 H -0.34 -4.49 4.73  0.00
37 H -2.30 -3.33 3.76  0.00
38 H 2.09 -2.59 1.76  0.00
39 H -3.85 -2.82 2.38  0.00
40 H -5.61 -1.32 1.48  0.00
41 H -4.91 0.77 0.29  0.00
42 H -2.49 1.18 -0.06  0.00
43 C -0.07 0.65 -3.84  0.00
44 S -1.14 1.01 -2.46  0.01
45 O -0.28 0.82 -1.21  0.02
46 C -1.30 2.76 -2.63  0.00
47 C -2.53 3.25 -3.05  0.00
48 C -2.69 4.62 -3.23  0.00
49 C -1.62 5.47 -2.97  0.00
50 C -0.40 4.97 -2.53  0.00
51 C -0.23 3.61 -2.36  0.00
52 H 0.82 1.29 -3.80  0.00
53 H -0.64 0.83 -4.75  0.00
54 H 0.19 -0.40 -3.77  0.00
55 H -3.36 2.57 -3.23  0.00
56 H -3.63 5.01 -3.56  0.00
57 H -1.74 6.53 -3.11  0.00
58 H 0.42 5.64 -2.33  0.00
59 H 0.71 3.20 -2.00  0.00
60 S -1.68 -4.00 -2.39  0.00
61 C -0.07 -4.43 -2.04  0.00
62 C 0.55 -3.41 -1.38  0.01
63 N -0.23 -2.30 -1.17  -0.01
64 C -1.43 -2.49 -1.66  0.01
65 H 0.34 -5.39 -2.31  0.00
66 H 1.57 -3.42 -1.03  0.00
67 H -2.22 -1.76 -1.59  0.00

---

(5)
The molecule C20H18O6 at a distorted geometry, computed with wB97M-V/def2-TZVPD.

Calculated values
- Structure (SMILES): CC(=O)Oc1ccc(/C=C\c2cc(OC(C)=O)cc(OC(C)=O)c2)cc1
- HOMO energy: -8.33 eV
- Total charge: 0
- E_LUMO: -0.0023 hartree

Last column: natural (NBO) charge in e.
Cartesian coordinates (Å):
1 C -0.32 6.81 1.13  -0.74
2 C -0.50 5.29 1.50  0.80
3 O -1.50 4.82 2.00  -0.57
4 O 0.67 4.68 1.38  -0.48
5 C 0.81 3.40 1.56  0.33
6 C 1.73 3.03 2.46  -0.32
7 C 1.73 1.75 2.79  -0.01
8 C 1.07 0.68 2.42  -0.12
9 C 1.17 -0.67 2.64  -0.16
10 C 0.82 -1.90 2.25  -0.19
11 C 0.59 -2.04 0.74  -0.06
12 C 0.66 -1.11 -0.16  -0.22
13 C 0.47 -1.56 -1.49  0.33
14 O 0.58 -0.47 -2.43  -0.49
15 C 0.41 0.73 -2.39  0.83
16 C 1.15 1.38 -3.65  -0.65
17 O -0.23 1.34 -1.46  -0.65
18 C -0.30 -2.55 -1.91  -0.33
19 C -0.57 -3.49 -1.04  0.31
20 O -1.14 -4.79 -1.12  -0.44
21 C -1.59 -5.24 -2.13  0.81
22 C -2.11 -6.66 -2.03  -0.67
23 O -1.69 -4.50 -3.24  -0.69
24 C -0.28 -3.16 0.45  -0.21
25 C -0.04 1.16 1.70  -0.17
26 C -0.28 2.44 1.29  -0.18
27 H 0.28 7.43 1.98  0.24
28 H 0.17 6.98 0.14  0.24
29 H -1.21 7.51 1.05  0.24
30 H 2.34 3.62 2.76  0.20
31 H 2.69 1.34 3.61  0.14
32 H 1.45 -0.82 3.91  0.19
33 H 0.69 -2.76 2.79  0.22
34 H 1.37 -0.17 -0.01  0.25
35 H 0.87 0.68 -4.61  0.22
36 H 1.88 1.87 -3.80  0.19
37 H 0.30 2.22 -3.82  0.22
38 H -0.57 -2.70 -2.90  0.29
39 H -2.02 -6.86 -1.14  0.20
40 H -1.45 -7.19 -2.72  0.24
41 H -3.12 -6.84 -2.25  0.24
42 H -0.22 -4.02 1.15  0.21
43 H -0.77 0.48 1.47  0.20
44 H -1.10 2.78 0.97  0.21

---

(6)
A cluster of 13 separate species, C52H78O26 in total at a distorted geometry, computed with wB97M-V/def2-TZVPD.

Calculated values
- HOMO energy: -9.26 eV
- Total charge: 0
- E_LUMO: 0.0037 hartree

Last column: Mulliken charge in e.
Cartesian coordinates (Å):
1 O -20.42 1.20 -10.58  -0.61
2 C -19.90 0.40 -9.86  0.10
3 O -19.52 -0.80 -10.34  0.29
4 C -18.72 -1.55 -9.37  0.52
5 C -19.17 -0.99 -8.04  -0.25
6 C -19.52 0.48 -8.32  -0.79
7 H -17.66 -1.40 -9.59  0.40
8 H -18.95 -2.61 -9.52  -0.69
9 H -18.35 -1.10 -7.33  0.53
10 H -20.01 -1.56 -7.62  -0.13
11 H -18.59 1.07 -8.29  0.29
12 H -20.25 0.94 -7.66  0.40
13 O -18.72 -3.16 -15.64  -0.37
14 C -19.52 -3.15 -16.54  0.14
15 O -19.18 -3.81 -17.70  -0.41
16 C -20.24 -3.81 -18.68  -0.37
17 C -21.11 -2.63 -18.24  -0.78
18 C -20.87 -2.54 -16.73  0.26
19 H -20.78 -4.76 -18.61  0.14
20 H -19.87 -3.70 -19.70  0.39
21 H -22.15 -2.83 -18.53  0.35
22 H -20.80 -1.74 -18.77  0.36
23 H -21.58 -3.19 -16.21  0.16
24 H -20.90 -1.57 -16.25  0.04
25 O -22.49 -8.46 -18.43  -0.59
26 C -21.95 -8.28 -17.39  0.22
27 O -22.53 -8.42 -16.17  -0.41
28 C -21.51 -8.19 -15.18  0.07
29 C -20.39 -7.39 -15.80  1.06
30 C -20.48 -7.93 -17.19  -0.28
31 H -21.20 -9.20 -14.85  -0.03
32 H -21.92 -7.62 -14.34  0.03
33 H -19.44 -7.48 -15.29  -0.72
34 H -20.69 -6.34 -15.83  0.02
35 H -19.90 -8.84 -17.38  0.32
36 H -20.25 -7.22 -18.00  0.15
37 O -18.96 -9.86 -9.53  -0.60
38 C -17.96 -9.24 -9.70  0.33
39 O -17.95 -7.92 -10.02  0.18
40 C -16.58 -7.52 -10.32  0.19
41 C -15.68 -8.54 -9.72  -0.68
42 C -16.53 -9.80 -9.64  -0.57
43 H -16.58 -6.52 -9.90  0.27
44 H -16.41 -7.51 -11.40  -0.22
45 H -15.37 -8.25 -8.71  0.30
46 H -14.80 -8.70 -10.33  0.39
47 H -16.36 -10.37 -8.72  0.40
48 H -16.43 -10.46 -10.51  0.23
49 O -19.76 1.72 -16.65  -0.62
50 C -19.47 1.40 -15.54  0.36
51 O -19.73 0.16 -15.03  -0.01
52 C -19.30 -0.03 -13.66  1.51
53 C -18.32 1.15 -13.46  -0.26
54 C -18.82 2.23 -14.45  -0.72
55 H -18.95 -1.06 -13.51  -0.73
56 H -20.15 0.09 -12.99  -0.62
57 H -17.28 0.87 -13.70  0.17
58 H -18.32 1.43 -12.41  0.32
59 H -18.08 2.91 -14.87  0.37
60 H -19.56 2.81 -13.90  0.25
61 O -22.91 -7.20 -11.73  -0.42
62 C -23.15 -7.74 -10.69  0.45
63 O -24.37 -7.92 -10.17  -0.46
64 C -24.30 -8.48 -8.86  -0.36
65 C -22.91 -9.12 -8.76  -0.50
66 C -22.14 -8.32 -9.76  1.18
67 H -25.12 -9.21 -8.88  0.36
68 H -24.52 -7.70 -8.10  0.11
69 H -22.97 -10.15 -9.09  0.35
70 H -22.52 -9.09 -7.74  0.23
71 H -21.41 -8.91 -10.31  -0.02
72 H -21.61 -7.52 -9.24  -0.92
73 O -19.55 -5.49 -7.65  -0.53
74 C -20.39 -5.67 -6.83  0.19
75 O -21.29 -6.71 -6.98  -0.04
76 C -22.34 -6.69 -6.02  -0.20
77 C -21.80 -5.89 -4.88  -0.77
78 C -20.85 -4.91 -5.56  -0.20
79 H -22.64 -7.71 -5.77  0.38
80 H -23.20 -6.19 -6.49  0.08
81 H -21.24 -6.50 -4.18  0.30
82 H -22.63 -5.42 -4.36  0.34
83 H -20.02 -4.62 -4.92  0.41
84 H -21.30 -4.01 -6.01  0.00
85 O -23.88 -0.67 -9.72  -0.61
86 C -23.64 -1.85 -9.68  0.41
87 O -24.28 -2.82 -10.35  -0.45
88 C -23.79 -4.18 -10.07  -0.27
89 C -22.94 -4.02 -8.81  0.92
90 C -22.50 -2.58 -8.84  0.55
91 H -23.25 -4.50 -10.97  -0.02
92 H -24.62 -4.87 -9.92  0.38
93 H -22.13 -4.76 -8.83  -0.85
94 H -23.58 -4.26 -7.95  0.19
95 H -21.57 -2.46 -9.41  -0.90
96 H -22.38 -2.12 -7.86  0.66
97 O -21.04 -12.42 -13.97  -0.62
98 C -20.11 -11.68 -13.92  0.42
99 O -20.06 -10.61 -13.06  -0.35
100 C -18.79 -9.95 -13.18  0.98
101 C -18.26 -10.31 -14.55  0.43
102 C -18.85 -11.70 -14.73  -0.57
103 H -18.12 -10.29 -12.38  -0.27
104 H -18.99 -8.89 -13.01  -0.65
105 H -17.17 -10.20 -14.66  0.56
106 H -18.70 -9.62 -15.28  -0.54
107 H -18.23 -12.49 -14.27  0.27
108 H -19.03 -11.97 -15.77  0.38
109 O -16.95 -7.07 -14.05  -0.41
110 C -16.73 -6.93 -15.23  0.31
111 O -16.68 -8.09 -16.04  -0.42
112 C -16.45 -7.73 -17.42  -0.69
113 C -16.78 -6.26 -17.55  -0.34
114 C -16.54 -5.76 -16.11  1.09
115 H -17.01 -8.30 -18.16  0.40
116 H -15.39 -7.94 -17.61  0.31
117 H -17.80 -6.10 -17.90  -0.15
118 H -16.05 -5.79 -18.20  0.44
119 H -17.14 -4.90 -15.82  -0.83
120 H -15.48 -5.53 -15.93  0.41
121 O -20.80 -2.64 -12.62  -0.18
122 C -20.29 -3.62 -12.19  -1.45
123 O -20.52 -4.04 -10.90  0.70
124 C -19.74 -5.26 -10.63  0.32
125 C -19.56 -5.89 -11.98  1.15
126 C -19.46 -4.64 -12.89  1.88
127 H -20.33 -5.92 -9.96  -0.96
128 H -18.83 -5.08 -10.03  0.22
129 H -20.42 -6.51 -12.26  -0.50
130 H -18.66 -6.50 -12.06  -0.20
131 H -19.76 -4.74 -13.94  -0.19
132 H -18.39 -4.37 -12.90  -1.12
133 O -16.45 -3.65 -10.53  -0.61
134 C -16.13 -3.27 -11.62  0.76
135 O -16.19 -1.95 -11.96  -0.31
136 C -15.72 -1.74 -13.28  -0.39
137 C -15.78 -3.08 -13.94  0.30
138 C -15.59 -4.05 -12.80  0.27
139 H -14.68 -1.39 -13.24  0.30
140 H -16.36 -0.96 -13.72  -0.18
141 H -15.04 -3.17 -14.76  0.68
142 H -16.80 -3.21 -14.32  -0.46
143 H -14.53 -4.28 -12.61  0.47
144 H -16.17 -4.98 -12.92  -0.62
145 O -26.40 -0.24 -14.57  -0.62
146 C -25.31 -0.33 -14.09  0.41
147 O -24.52 -1.42 -14.23  -0.47
148 C -23.29 -1.27 -13.47  1.46
149 C -23.20 0.23 -13.28  0.00
150 C -24.64 0.63 -13.18  -0.44
151 H -22.50 -1.76 -14.05  -0.49
152 H -23.44 -1.66 -12.45  -0.61
153 H -22.74 0.69 -14.16  0.21
154 H -22.52 0.39 -12.43  -0.05
155 H -25.01 1.65 -13.38  0.34
156 H -24.91 0.33 -12.16  0.18

---

(7)
The molecule C6H9NO2 at a distorted geometry, computed with wB97M-V/def2-TZVPD.

Calculated values
- Structure (SMILES): [H]/N=C(\O)[C@@H]1C=CCOC1
- HOMO energy: -9.71 eV
- Total charge: 0
- E_LUMO: 0.0244 hartree

Last column: natural (NBO) charge in e.
Cartesian coordinates (Å):
1 H -1.64 1.42 1.16  0.36
2 N -0.57 1.26 1.22  -0.66
3 C -0.42 0.11 0.73  0.55
4 O -1.66 -0.46 0.31  -0.72
5 C 0.85 -0.65 0.49  -0.37
6 C 1.86 -0.43 1.60  -0.17
7 C 3.15 -0.24 1.33  -0.20
8 C 3.69 -0.28 -0.07  -0.11
9 O 2.75 -0.77 -1.00  -0.52
10 C 1.47 -0.21 -0.85  -0.05
11 H -1.53 -1.40 0.10  0.47
12 H 0.60 -1.72 0.43  0.22
13 H 1.49 -0.41 2.62  0.22
14 H 3.87 -0.06 2.13  0.22
15 H 4.57 -0.94 -0.13  0.20
16 H 4.03 0.74 -0.37  0.18
17 H 0.87 -0.56 -1.70  0.20
18 H 1.53 0.89 -0.89  0.18

---

(8)
The molecule C5H8N2, computed with wB97M-V/def2-TZVPD.

Calculated values
- Structure (SMILES): Cc1ccn(C)n1
- HOMO energy: -9.38 eV
- Total charge: 0
- E_LUMO: 0.0392 hartree

Last column: natural (NBO) charge in e.
Cartesian coordinates (Å):
1 C -2.23 -0.68 0.17  -0.64
2 C -0.94 -0.08 -0.25  0.17
3 C -0.52 1.30 -0.19  -0.34
4 C 0.79 1.26 -0.54  -0.01
5 N 1.15 -0.06 -0.77  -0.23
6 C 2.09 -0.55 0.25  -0.40
7 N 0.04 -0.86 -0.62  -0.27
8 H -3.04 -0.47 -0.53  0.22
9 H -2.52 -0.28 1.15  0.22
10 H -2.11 -1.76 0.26  0.24
11 H -1.10 2.15 0.12  0.23
12 H 1.53 2.05 -0.61  0.22
13 H 3.00 0.05 0.28  0.20
14 H 2.31 -1.60 0.07  0.22
15 H 1.54 -0.47 1.21  0.19

---

(9)
The molecule C5H11N3 at a distorted geometry, computed with wB97M-V/def2-TZVPD.

Calculated values
- HOMO energy: -5.94 eV
- Total charge: 0
- E_LUMO: 0.0190 hartree

Last column: natural (NBO) charge in e.
Cartesian coordinates (Å):
1 C -1.31 -0.64 0.57  0.53
2 C -0.47 0.32 -0.22  -0.17
3 C -1.38 -0.09 -1.42  -0.47
4 C 1.68 0.45 0.85  -0.40
5 C 1.52 0.48 -1.55  -0.43
6 N 0.94 -0.02 -0.31  -0.43
7 N -1.94 -1.16 -0.45  -0.50
8 N -1.41 -0.90 1.90  -0.78
9 H -2.81 -1.69 -0.44  0.40
10 H -0.63 1.36 0.10  0.18
11 H -2.16 0.67 -1.56  0.14
12 H -0.59 -0.73 2.46  0.41
13 H -2.13 -1.54 2.21  0.40
14 H 2.72 0.13 0.77  0.21
15 H 1.27 0.01 1.76  0.17
16 H 1.67 1.55 0.95  0.16
17 H 0.92 0.13 -2.38  0.25
18 H 2.54 0.09 -1.65  0.19
19 H 1.57 1.58 -1.59  0.15

---

no.,DFT total energy (eV)
1,-37620.605
2,-49554.348
3,-41942.351
4,-118177.592
5,-33304.555
6,-108427.580
7,-11951.735
8,-8293.768
9,-9829.558